Record 1
A molecular structure, C47H48GeIOPSSiTi, computed with ωB97M-V/def2-TZVPD.

Geometry as XYZ:
```
102
Properties=species:S:1:pos:R:3
Ti -0.43 -0.51 -0.89
I -2.68 1.46 -0.70
C -3.20 2.21 1.21
C -3.74 3.46 1.13
C -4.22 4.10 2.28
C -4.16 3.44 3.47
C -3.60 2.14 3.57
C -3.62 1.50 4.82
C -3.13 0.24 4.96
C -2.53 -0.39 3.87
C -2.44 0.20 2.62
P -1.43 -0.78 1.42
C -0.16 -1.55 2.49
C 0.51 -0.77 3.43
C 1.52 -1.33 4.20
C 1.87 -2.66 4.03
C 1.24 -3.43 3.07
C 0.23 -2.88 2.29
C -2.61 -2.16 1.06
C -3.23 -2.18 -0.18
C -4.22 -3.11 -0.47
C -4.56 -4.07 0.47
C -3.92 -4.09 1.69
C -2.96 -3.14 2.00
C -3.04 1.48 2.42
H -3.82 3.95 0.17
H -4.64 5.09 2.22
H -4.56 3.89 4.38
H -4.05 2.03 5.66
H -3.17 -0.27 5.92
H -2.09 -1.36 4.03
H 0.24 0.27 3.56
H 2.04 -0.72 4.94
H 2.66 -3.09 4.64
H 1.53 -4.46 2.92
H -0.27 -3.48 1.54
H -2.95 -1.47 -0.95
H -4.71 -3.10 -1.44
H -5.32 -4.81 0.24
H -4.16 -4.85 2.42
H -2.47 -3.18 2.96
C 5.44 -1.98 0.59
C 5.48 -1.12 -0.50
C 4.41 -0.27 -0.77
C 3.28 -0.29 0.03
C 3.24 -1.16 1.12
C 4.32 -1.99 1.41
Ge 1.67 0.81 -0.34
C 2.27 2.05 -1.76
C 2.57 1.51 -3.01
C 3.09 2.30 -4.02
C 3.30 3.66 -3.80
C 3.00 4.20 -2.56
C 2.49 3.41 -1.55
C 1.36 1.93 1.28
C 0.25 2.77 1.34
C -0.04 3.51 2.48
C 0.79 3.42 3.58
C 1.92 2.61 3.54
C 2.20 1.86 2.40
H 6.27 -2.63 0.80
H 6.36 -1.10 -1.14
H 4.47 0.40 -1.61
H 2.36 -1.19 1.74
H 4.28 -2.65 2.26
H 2.42 0.44 -3.17
H 3.35 1.87 -4.98
H 3.71 4.28 -4.59
H 3.19 5.26 -2.38
H 2.28 3.84 -0.58
H -0.38 2.87 0.46
H -0.91 4.16 2.50
H 0.57 4.00 4.48
H 2.58 2.56 4.39
H 3.07 1.22 2.38
C 1.94 -3.53 -1.03
Si 0.31 -2.84 -1.72
C -0.98 -4.25 -1.58
C 0.52 -2.69 -3.62
H 2.11 -4.52 -1.45
H 1.93 -3.62 0.06
H 2.79 -2.89 -1.29
H -0.53 -5.16 -1.96
H -1.86 -4.03 -2.18
H -1.31 -4.45 -0.56
H 0.89 -3.64 -4.01
H 1.23 -1.91 -3.91
H -0.44 -2.48 -4.10
O -0.61 0.25 -2.80
S -1.28 0.31 -4.17
C -1.93 2.03 -4.29
C -1.37 2.60 -5.58
C 0.09 2.15 -5.62
C 0.05 0.65 -5.37
H -1.52 2.54 -3.42
H -3.01 2.01 -4.24
H -1.47 3.69 -5.59
H -1.91 2.21 -6.45
H 0.66 2.65 -4.84
H 0.56 2.37 -6.58
H 0.97 0.25 -4.95
H -0.22 0.09 -6.27
```

## Properties
- energy relative to the best compared isomer or geometry (same formula, charge and spin) (eV) = 0.557
- total energy (eV) = -167293.540
- M (Da) = 967.41
- net charge = +1
- strongest force on any atom (eV/A) = 1.43
- E_LUMO (alpha / beta) (eV) = -2.7 / -2.7
- 2S+1 = 2

Record 2
2 unconnected molecules or ions with the total composition C17H19N, computed with ωB97M-V/def2-TZVPD.

Geometry as XYZ:
```
37
Properties=species:S:1:pos:R:3
C 1.73 2.54 0.00
C -0.46 1.60 -1.17
C 0.75 2.42 -1.11
C -1.16 1.95 -2.37
C 0.78 3.03 -2.33
C -0.77 0.38 -0.62
C -2.04 -0.12 -0.81
C -2.97 0.47 -1.76
C -2.42 1.46 -2.58
N -0.34 2.78 -3.13
H 0.11 0.02 -0.11
H -2.33 -1.11 -0.46
H -3.94 0.05 -1.87
H 1.22 3.05 0.83
H 2.53 3.19 -0.39
H 1.56 3.76 -2.57
H -0.63 3.59 -3.64
H -3.08 1.88 -3.36
H 2.34 1.68 0.20
C -0.93 -3.01 2.09
C -0.79 -4.35 2.80
C 0.34 -2.29 1.80
C 0.27 -0.97 2.36
C 1.49 -2.60 1.13
C 1.34 -0.05 2.15
C 2.58 -1.73 1.04
C 2.51 -0.42 1.45
H -1.56 -3.32 1.23
H -1.74 -2.43 2.73
H -0.28 -5.24 2.22
H -0.56 -0.64 2.95
H 1.48 -3.55 0.56
H 1.12 0.95 2.57
H 3.57 -2.04 0.77
H 3.21 0.35 1.10
H -1.79 -4.72 3.02
H -0.38 -4.40 3.80
```

## Properties
- energy relative to the best compared isomer or geometry (same formula, charge and spin) (eV) = 2.779
- total energy (eV) = -19425.124
- SMILES string = Cc1c[nH]c2ccccc12.CCc1ccccc1
- M (Da) = 237.35
- strongest force on any atom (eV/A) = 4.46
- E_LUMO (eV) = 0.9

Record 3
A molecular structure, C35H34ClMgNOSi2, computed with ωB97M-V/def2-TZVPD.

Geometry as XYZ:
```
75
Properties=species:S:1:pos:R:3
C -1.93 -4.67 2.74
C -1.34 -4.69 1.45
C -0.25 -3.77 1.44
H -1.61 -5.35 0.64
C -0.17 -3.18 2.74
C -1.24 -3.72 3.53
H -1.38 -3.55 4.60
H -2.71 -5.35 3.08
H 0.46 -3.62 0.63
H 0.64 -2.54 3.10
Mg -1.84 -1.76 2.17
Si 1.38 3.03 -0.99
C 0.90 3.70 -2.66
C 0.68 5.05 -3.03
H 0.65 5.83 -2.26
C 0.51 5.39 -4.38
H 0.41 6.44 -4.67
C 0.45 4.41 -5.37
H 0.31 4.68 -6.42
C 0.59 3.07 -5.00
H 0.50 2.29 -5.75
C 0.86 2.73 -3.68
H 1.05 1.68 -3.43
C 3.02 3.80 -0.62
C 3.92 3.85 -1.70
H 3.55 3.78 -2.73
C 5.30 3.95 -1.47
H 5.99 3.83 -2.30
C 5.77 4.19 -0.17
H 6.84 4.26 0.01
C 4.84 4.38 0.86
H 5.22 4.63 1.86
C 3.47 4.23 0.64
H 2.75 4.44 1.43
H 1.71 1.59 -1.08
Si -0.28 -0.08 0.45
C 1.53 -0.33 0.80
C 2.45 -0.77 -0.18
H 2.19 -0.70 -1.24
C 3.69 -1.28 0.20
H 4.38 -1.64 -0.57
C 4.05 -1.34 1.55
H 5.02 -1.74 1.84
C 3.18 -0.83 2.53
H 3.46 -0.86 3.58
C 1.94 -0.30 2.15
H 1.28 0.13 2.91
C -0.69 -0.45 -1.32
C -0.60 -1.83 -1.64
H -0.34 -2.55 -0.86
C -0.79 -2.29 -2.94
H -0.75 -3.36 -3.15
C -1.04 -1.37 -3.97
H -1.13 -1.71 -5.00
C -1.13 -0.01 -3.67
H -1.30 0.71 -4.48
C -1.03 0.45 -2.35
H -1.18 1.51 -2.10
H 0.32 3.17 0.05
Cl -1.34 1.41 1.38
O -3.08 -2.26 0.60
C -4.44 -2.67 0.93
C -4.69 -2.42 2.39
C -5.96 -2.69 2.92
C -6.14 -2.58 4.30
C -5.03 -2.27 5.10
C -3.80 -2.00 4.50
N -3.66 -2.01 3.15
H -2.84 -2.51 -0.32
H -5.14 -2.08 0.32
H -4.53 -3.74 0.69
H -6.74 -2.95 2.22
H -7.12 -2.78 4.73
H -5.10 -2.26 6.19
H -2.92 -1.74 5.10
```

## Properties
- energy relative to the best compared isomer or geometry (same formula, charge and spin) (eV) = 1.695
- total energy (eV) = -74107.004
- M (Da) = 600.59
- strongest force on any atom (eV/A) = 3.68
- E_LUMO (eV) = -0.3

Record 4
A molecular structure, C19H31N2OW, computed with ωB97M-V/def2-TZVPD.

Geometry as XYZ:
```
54
Properties=species:S:1:pos:R:3
C 4.51 -2.05 0.43
C 3.90 -3.38 0.48
C 5.19 -1.60 -0.79
C 4.72 -1.32 1.69
H 6.22 -1.97 -0.83
H 5.25 -0.50 -0.85
H 4.68 -1.97 -1.69
H 4.66 -4.16 0.66
H 3.40 -3.65 -0.46
H 3.17 -3.46 1.30
H 5.69 -1.59 2.15
H 3.95 -1.55 2.43
H 4.75 -0.23 1.54
C -0.56 -0.50 -2.16
C 0.80 -0.35 -2.60
C 1.60 -1.37 -1.96
H 1.15 0.33 -3.38
C 0.73 -2.17 -1.13
C -0.61 -1.62 -1.24
H -1.50 -2.04 -0.80
H -1.42 0.02 -2.56
H 2.64 -1.60 -2.17
H 1.01 -3.08 -0.62
C 0.68 1.55 1.33
C 0.44 2.16 0.05
C 1.59 1.91 -0.79
H -0.42 2.77 -0.22
C 2.54 1.13 -0.01
C 1.97 0.93 1.31
H 2.47 0.43 2.13
H 0.01 1.59 2.19
H 1.78 2.33 -1.77
H 3.54 0.85 -0.32
W 0.69 -0.16 -0.45
C -2.89 1.11 2.75
N -3.62 1.40 1.54
C -4.87 2.12 1.73
C -3.55 0.42 0.53
O -3.06 -0.69 0.70
N -4.09 0.86 -0.67
C -4.03 2.27 -1.02
C -4.30 -0.11 -1.72
H -3.49 0.48 3.43
H -2.67 2.06 3.26
H -1.96 0.60 2.51
H -4.77 3.18 1.45
H -5.68 1.69 1.12
H -5.15 2.08 2.79
H -3.69 2.37 -2.05
H -5.01 2.75 -0.92
H -3.31 2.78 -0.35
H -4.03 0.33 -2.69
H -3.69 -1.00 -1.52
H -5.36 -0.41 -1.75
```

## Properties
- energy relative to the best compared isomer or geometry (same formula, charge and spin) (eV) = 1.609
- total energy (eV) = -27048.268
- M (Da) = 487.31
- net charge = +1
- strongest force on any atom (eV/A) = 7.50
- E_LUMO (alpha / beta) (eV) = -5.7 / -5.5
- 2S+1 = 3

Record 5
A molecular structure, C36H40IrN6O6, computed with ωB97M-V/def2-TZVPD.

Geometry as XYZ:
```
89
Properties=species:S:1:pos:R:3
Ir 0.73 -0.09 -0.87
C 1.26 -3.06 -1.71
C 2.06 -2.44 -2.85
C 1.37 -1.33 -3.61
C 1.36 -1.38 -5.00
C 0.76 -0.37 -5.74
C 0.18 0.69 -5.07
C 0.21 0.69 -3.69
N 0.79 -0.29 -2.98
N 1.13 -2.29 -0.43
C 2.37 -2.36 0.37
C 3.36 -1.38 -0.16
C 4.71 -1.46 0.08
C 5.56 -0.56 -0.54
C 5.02 0.36 -1.42
C 3.65 0.41 -1.59
N 2.83 -0.43 -0.94
C 0.05 -2.92 0.36
C -1.24 -2.73 -0.37
C -2.35 -3.54 -0.23
C -3.47 -3.24 -0.99
C -3.43 -2.17 -1.87
C -2.28 -1.42 -1.95
N -1.21 -1.70 -1.21
H 1.68 -4.04 -1.46
H 0.26 -3.23 -2.09
H 2.24 -3.24 -3.57
H 3.05 -2.12 -2.54
H 1.82 -2.22 -5.50
H 0.76 -0.42 -6.82
H -0.30 1.50 -5.60
H -0.24 1.49 -3.13
H 2.79 -3.37 0.30
H 2.14 -2.17 1.42
H 5.09 -2.24 0.74
H 6.63 -0.60 -0.37
H 5.64 1.06 -1.97
H 3.19 1.14 -2.24
H 0.00 -2.43 1.33
H 0.27 -3.98 0.52
H -2.34 -4.37 0.46
H -4.37 -3.85 -0.91
H -4.28 -1.93 -2.50
H -2.20 -0.56 -2.61
C -5.44 2.72 0.33
O -4.42 3.69 0.58
C -3.16 3.40 0.29
C -2.23 4.43 0.58
C -0.91 4.22 0.34
C -0.43 2.98 -0.18
C 0.90 2.84 -0.59
C 1.87 3.98 -0.57
O 1.40 1.76 -1.06
C -1.38 1.95 -0.45
O -1.06 0.78 -0.94
C -2.74 2.19 -0.24
H -6.37 3.18 0.63
H -5.26 1.82 0.93
H -5.48 2.46 -0.73
H -2.60 5.36 0.99
H -0.21 5.01 0.55
H 1.51 4.82 -1.17
H 2.84 3.64 -0.94
H 2.00 4.33 0.46
H -3.43 1.38 -0.44
C -1.23 -2.46 3.79
C -0.15 -1.41 4.03
C -0.42 0.01 3.44
C -1.78 0.56 3.90
C -1.99 2.01 3.47
C 0.68 0.87 4.02
O 0.70 1.24 5.16
N 1.71 1.15 3.15
C 1.80 0.90 1.80
O 2.80 1.27 1.21
N 0.75 0.22 1.19
C -0.39 -0.11 1.92
O -1.35 -0.60 1.36
H -0.90 -3.42 4.19
H -1.48 -2.58 2.74
H -2.16 -2.21 4.32
H 0.81 -1.77 3.65
H -0.02 -1.27 5.10
H -1.81 0.49 4.99
H -2.56 -0.07 3.50
H -1.28 2.68 3.96
H -2.99 2.35 3.74
H -1.88 2.12 2.39
H 2.49 1.68 3.53
```

## Properties
- energy relative to the best compared isomer or geometry (same formula, charge and spin) (eV) = 0.654
- total energy (eV) = -62034.957
- M (Da) = 844.97
- net charge = +2
- strongest force on any atom (eV/A) = 1.21
- E_LUMO (alpha / beta) (eV) = -5.9 / -7.4
- 2S+1 = 2

Record 6
A molecular structure, C27H34AsClN6NaO9, computed with ωB97M-V/def2-TZVPD.

Geometry as XYZ:
```
79
Properties=species:S:1:pos:R:3
Na -0.86 1.17 -0.91
C 3.12 0.50 2.69
C 2.13 -0.16 1.94
N 2.14 -0.26 0.63
C 3.14 0.33 -0.04
C 4.19 1.01 0.61
C 4.15 1.08 2.01
C 5.23 1.64 -0.15
C 5.22 1.61 -1.49
C 4.16 0.95 -2.20
C 4.09 0.96 -3.60
C 3.02 0.36 -4.22
C 2.04 -0.24 -3.42
N 2.09 -0.28 -2.12
C 3.13 0.31 -1.49
H 3.03 0.54 3.76
H 1.28 -0.61 2.46
H 4.94 1.61 2.54
H 6.02 2.16 0.39
H 5.99 2.10 -2.07
H 4.86 1.46 -4.17
H 2.91 0.37 -5.30
H 1.17 -0.69 -3.89
O -4.37 4.71 3.29
C -4.00 3.42 3.04
O -4.64 2.51 3.48
C -2.72 3.29 2.31
C -1.54 3.96 2.58
N -0.63 3.48 1.72
N -1.14 2.56 0.90
C -2.41 2.42 1.24
C -3.31 1.52 0.38
O -4.45 1.94 0.14
O -2.73 0.47 -0.02
H -3.84 5.28 2.72
H -1.28 4.69 3.33
H 0.33 3.76 1.56
O 2.17 3.55 -2.75
Cl 1.08 3.31 -1.85
O 0.36 4.51 -1.59
O 0.19 2.32 -2.46
O 1.57 2.75 -0.61
C 2.77 -3.58 -0.70
C 1.48 -3.43 0.08
O 0.53 -2.62 -0.60
H 3.42 -4.32 -0.23
H 3.30 -2.63 -0.74
H 2.56 -3.89 -1.72
H 1.68 -3.03 1.08
H 1.00 -4.41 0.22
H 0.94 -1.74 -0.70
C -1.30 -2.29 -3.99
As -1.70 -1.19 -2.42
C -3.06 -2.32 -1.61
C -2.92 0.06 -3.31
H -2.22 -2.62 -4.48
H -0.72 -3.16 -3.69
H -0.71 -1.71 -4.70
H -3.84 -2.55 -2.33
H -3.47 -1.77 -0.77
H -2.59 -3.24 -1.27
H -3.50 -0.47 -4.07
H -2.35 0.87 -3.79
H -3.58 0.48 -2.55
C -2.53 -3.93 1.65
C -2.14 -2.63 2.27
C -2.62 -1.99 3.39
C -1.89 -0.79 3.46
N -1.02 -0.71 2.47
N -1.19 -1.84 1.76
C -2.02 0.33 4.44
H -2.88 -4.63 2.41
H -1.69 -4.39 1.12
H -3.34 -3.79 0.92
H -3.40 -2.33 4.05
H -0.68 -1.99 0.89
H -2.08 -0.04 5.47
H -2.91 0.92 4.24
H -1.15 0.99 4.36
```

## Properties
- energy relative to the best compared isomer or geometry (same formula, charge and spin) (eV) = 2.185
- total energy (eV) = -133694.685
- M (Da) = 719.97
- net charge = -1
- strongest force on any atom (eV/A) = 0.61
- E_LUMO (eV) = 2.1

Record 7
2 unconnected molecules or ions with the total composition C5H13NO, computed with ωB97M-V/def2-TZVPD.

Geometry as XYZ:
```
20
Properties=species:S:1:pos:R:3
C -0.54 2.52 0.54
C -0.43 1.53 -0.59
C 0.18 0.16 -0.31
C 0.85 -0.52 -1.35
C 1.50 -0.75 1.53
N 0.23 -0.29 1.00
H -0.76 2.02 1.49
H -1.29 3.30 0.44
H 0.39 3.07 0.76
H -1.44 1.40 -1.06
H 0.10 1.92 -1.45
H 0.32 -1.05 -2.14
H 1.93 -0.56 -1.34
H 1.74 -0.22 2.45
H 1.43 -1.77 1.95
H 2.31 -0.66 0.81
H -0.38 0.29 1.56
H -1.37 -3.54 -1.05
H -2.59 -3.03 -1.78
O -2.18 -3.84 -1.44
```

## Properties
- energy relative to the best compared isomer or geometry (same formula, charge and spin) (eV) = 4.157
- total energy (eV) = -8929.854
- SMILES string = C=C(CC)NC.O
- M (Da) = 103.16
- strongest force on any atom (eV/A) = 2.78
- E_LUMO (eV) = 0.5

Record 8
A single C10H11FN2O molecule, computed with ωB97M-V/def2-TZVPD.

Geometry as XYZ:
```
25
Properties=species:S:1:pos:R:3
C 0.70 -2.86 -0.16
C -0.61 -2.47 -0.50
C 1.47 -1.99 0.55
C -0.13 -0.27 0.06
C -0.99 -1.19 -0.35
C 1.08 -0.70 0.71
C -1.43 1.80 0.23
C -0.34 1.15 -0.03
C -3.03 -0.06 0.22
C 0.78 1.86 -0.68
N -2.40 -0.80 -0.70
N 1.80 0.18 1.47
O -4.22 0.42 -0.11
F -3.11 -0.58 1.51
H 1.23 -3.67 -0.51
H -1.29 -3.22 -0.90
H 2.36 -2.36 1.10
H -1.80 2.75 0.50
H 1.30 2.41 0.08
H 0.56 2.61 -1.39
H 1.48 1.21 -1.08
H -2.64 -0.29 -1.61
H 2.56 -0.05 2.02
H 1.75 1.19 1.30
H -4.62 0.58 0.75
```

## Properties
- energy relative to the best compared isomer or geometry (same formula, charge and spin) (eV) = 3.173
- total energy (eV) = -18288.811
- M (Da) = 194.21
- strongest force on any atom (eV/A) = 5.39
- E_LUMO (alpha / beta) (eV) = 0.8 / 0.8

Question: Which value of M does entry 7 give?
Answer: 103.16 Da